ORCA calculation (wB97M-V/def2-TZVPD) on C3H8N2O in the gas phase at a distorted geometry.

Each atom is followed by the atoms it is bonded to, with distances in Å.
Geometry (Å):
1 H -1.839 0.198 1.502  C4 1.123
2 H 2.562 -0.805 0.138  C5 1.145
3 N 0.752 0.160 -0.636  C5 1.518, H6 1.021, C7 1.353
4 C -1.294 0.612 0.612  H1 1.123, C7 1.678, H8 1.046, N11 1.422
5 C 2.166 -0.355 -0.838  H2 1.145, N3 1.518, H9 1.085, H13 1.095
6 H 0.252 0.844 -1.204  N3 1.021
7 C 0.078 -0.337 0.426  N3 1.353, C4 1.678, O14 1.240
8 H -0.749 1.415 1.003  C4 1.046
9 H 2.848 0.425 -1.158  C5 1.085
10 H -2.844 1.456 -0.316  N11 1.026
11 N -2.010 0.920 -0.578  C4 1.422, H10 1.026, H12 1.041
12 H -2.393 0.242 -1.267  N11 1.041
13 H 2.140 -1.247 -1.473  C5 1.095
14 O 0.390 -1.201 1.259  C7 1.240

Relative energy (zero: lowest compared OMol25 entry of this formula, charge and spin)   152.19 kJ/mol
Net charge   0
Largest force on an atom   4.7 eV Å⁻¹
Gap between HOMO and LUMO   10.3 eV